# 1
23
Properties=species:S:1:pos:R:3:forces:R:3:mulliken_charge:R:1 method="wB97M-V/def2-TZVPD" total_energy_ha=-1113.30157 total_charge=-1 largest_force_ev_per_a=5.377 e_homo_ha=-0.1737 e_lumo_ev=3.28
C -0.650 -2.285 3.111 -1.9947 -1.5913 3.0136 0.438
C 0.687 -0.867 1.760 -2.6761 -1.0800 0.4271 0.442
C 1.370 1.506 -1.919 -2.6898 0.1605 -2.4704 -1.188
C -0.516 -1.148 -1.572 1.8023 -1.5746 -0.6290 -1.290
C 0.404 1.141 -0.754 -1.0187 0.9589 -1.8763 -0.423
C -1.012 -2.168 4.943 -2.4815 -1.0455 -4.6547 0.135
C 0.354 -0.392 -0.536 -0.8500 -0.0089 0.5714 0.281
N 0.090 -1.273 2.926 1.8009 1.7648 -1.0032 -0.408
O -1.102 -3.280 2.546 0.6175 1.0468 0.2841 -0.688
O 1.846 -0.648 1.596 1.6499 0.4952 -0.1897 -0.590
O -0.245 -0.684 0.736 0.4536 0.1837 0.3450 -0.388
F -1.864 -3.226 5.267 0.0488 0.8213 0.1821 -0.274
Cl -1.680 -0.588 5.370 -0.1949 -0.1837 0.1848 -0.225
H 2.325 1.165 -1.641 1.3849 -0.4103 -0.0317 0.366
H 1.416 2.592 -2.269 -0.1516 -1.2226 1.0513 0.325
H 0.981 0.978 -2.881 1.0218 0.5464 1.4822 0.224
H -1.114 -1.987 -1.128 0.9265 0.7065 -0.1816 0.371
H -1.198 -0.468 -1.962 -1.4857 1.2386 -0.8433 0.357
H 0.088 -1.542 -2.490 -0.8728 0.5847 1.7193 0.258
H -0.653 1.534 -0.983 1.3684 -0.6907 0.2754 0.269
H 0.765 1.780 0.034 0.0002 -0.5676 1.1366 0.324
H -0.154 -2.325 5.453 2.7490 -0.2191 1.7007 0.213
H 1.340 -0.813 -0.451 0.5922 0.0870 -0.4937 0.470


# 2
25
Properties=species:S:1:pos:R:3:forces:R:3:mulliken_charge:R:1 method="wB97M-V/def2-TZVPD" total_energy_ha=-1454.16164 total_charge=+2 largest_force_ev_per_a=5.558 e_homo_ha="-0.6410 / -0.5815" e_lumo_ev="-9.11 / -9.69"
C 0.907 1.316 0.274 -0.1764 -1.6667 -0.0111 0.605
C 0.577 -1.056 0.387 -1.4835 -1.8771 0.0583 0.082
C 1.543 -0.018 0.375 -1.4629 2.2495 0.4994 -0.533
C -1.190 0.347 -0.504 -1.6262 1.2041 -0.5395 -0.300
N -0.301 1.458 -0.343 4.2287 -3.6002 0.2258 -0.179
N -0.679 -0.917 -0.182 1.3842 -1.5267 2.4019 -0.085
N 1.493 2.363 0.802 0.8034 -2.1836 -0.1930 -0.295
N 0.943 -2.276 0.796 0.0432 -1.6291 0.4620 -0.374
N 2.503 -0.481 -1.367 0.7194 0.5896 0.0520 -0.460
O -3.872 0.222 -1.290 -1.1398 1.1537 -2.7893 -0.417
O -3.284 -1.499 0.314 -0.6163 0.4301 0.3405 -0.646
O -2.206 0.674 0.504 -0.8806 -0.6974 -2.0348 -0.378
S -4.906 0.669 1.344 -0.3203 -0.2163 -0.0457 0.121
S -3.654 -0.125 0.028 2.4246 -0.9832 3.1755 1.059
H 2.523 -0.015 0.868 -0.9485 -0.4582 0.2833 0.716
H -1.576 0.207 -1.563 -0.0793 1.0966 1.2874 0.466
H -0.675 2.320 -0.265 -2.1087 3.3378 0.0129 0.233
H -1.590 -1.429 0.224 2.1397 0.0660 -0.8376 0.472
H 2.362 2.351 1.313 0.0277 -0.0510 -0.0688 0.241
H 1.053 3.186 0.617 -0.9513 3.2547 -0.0827 0.199
H 1.689 -2.503 1.448 0.3315 1.0793 -0.2427 0.256
H 0.461 -3.182 0.677 -0.6348 1.2862 -0.4125 0.263
H 2.160 -1.428 -1.524 0.4782 0.3189 -0.3848 0.298
H 3.388 -0.405 -0.828 -0.6179 -0.3181 -1.5971 0.348
H 2.331 0.221 -2.106 0.4661 -0.8588 0.4406 0.307


# 3
13
Properties=species:S:1:pos:R:3:forces:R:3:mulliken_charge:R:1 method="wB97M-V/def2-TZVPD" total_energy_ha=-398.45402 total_charge=-1 largest_force_ev_per_a=1.982 e_homo_ha=-0.1493 smiles="O=C([O-])NCCO" e_lumo_ev=3.82
C 0.251 -0.621 -0.331 0.2875 -1.5308 1.2255 -0.516
C -0.968 -0.641 0.603 -0.6752 -0.7575 -0.9456 -0.357
O -2.104 -1.209 -0.107 -0.0394 0.3591 -0.0211 -0.548
N 1.317 0.245 0.037 -0.1823 0.9729 -0.7505 -0.251
C 1.173 1.651 -0.232 -0.1679 0.2768 0.2817 0.525
O 2.031 2.391 0.297 -0.0090 -0.1849 -0.0871 -0.780
O 0.187 1.956 -0.949 0.2084 -0.1415 0.0721 -0.735
H -0.107 -0.499 -1.343 0.1356 0.5616 -0.2822 0.358
H 0.655 -1.641 -0.283 -0.0409 -0.1131 -0.2233 0.263
H -0.865 -1.380 1.401 0.3691 0.4594 0.3082 0.246
H -1.205 0.351 0.962 0.0407 0.2477 0.2133 0.282
H -2.304 -0.621 -0.847 0.1302 -0.0265 0.1526 0.301
H 1.938 0.018 0.792 -0.0568 -0.1231 0.0565 0.212


# 4
64
Properties=species:S:1:pos:R:3:forces:R:3:mulliken_charge:R:1 method="wB97M-V/def2-TZVPD" total_energy_ha=-1045.49763 total_charge=+2 largest_force_ev_per_a=5.913 e_homo_ha=-0.4965 e_lumo_ev=-8.60
C -2.145 0.742 5.987 0.0592 0.4540 -0.4362 -1.001
C -1.533 2.115 5.275 -0.4582 -1.1476 -0.2666 -0.300
C -0.987 1.671 3.785 0.2173 0.0341 -0.1947 -0.394
C -0.021 2.781 3.061 0.3543 -0.0182 0.3075 -0.387
C -0.650 4.293 2.971 -0.0475 0.5550 -0.1665 -0.698
C -1.287 4.663 1.491 -0.4469 0.7116 1.2814 -0.539
C -2.768 3.964 1.424 -0.6172 0.5922 -1.0738 -0.482
C -3.038 3.026 0.108 -0.7373 -1.2333 0.1755 -0.655
C -1.774 2.091 -0.356 0.2843 1.1281 -1.6439 -0.018
C -2.200 1.068 -1.605 -0.4931 0.0987 1.8083 -0.564
C -3.249 -0.050 -0.983 0.4107 0.9362 -0.7746 -0.469
C -3.244 -1.323 -2.016 0.2258 -0.0856 0.9610 -0.565
C -2.621 -2.659 -1.258 -1.3539 -0.3345 -0.7218 -0.640
C -1.742 -3.536 -2.328 -2.1235 -1.2031 1.0684 -0.855
N -0.262 -3.223 -2.355 5.7522 0.8108 -1.1027 0.255
C 0.474 -2.252 -1.458 2.5173 -0.9634 -1.5610 0.275
C 2.125 -1.987 -1.511 -1.3403 -3.3196 -3.1910 -0.761
C 3.030 -2.833 -2.628 -3.6292 0.0555 0.5786 0.393
C 4.660 -2.632 -2.678 3.0009 0.1842 0.8755 0.441
C 5.416 -2.457 -1.200 2.4561 0.1096 -3.5037 -0.433
C 7.046 -2.287 -1.120 -3.4038 -0.5356 -2.6034 -0.186
N 7.862 -2.286 -2.400 -4.3130 -0.5475 0.0074 -0.115
C 7.238 -2.447 -3.799 -2.3965 -0.1952 2.3080 -0.163
C 5.598 -2.629 -4.026 1.7604 0.3184 4.2445 -0.331
C 2.184 -3.847 -3.610 -1.6732 2.3032 3.0358 -0.496
C 0.562 -3.983 -3.415 2.7705 1.4721 1.0556 -0.138
H -2.896 0.234 5.221 1.5092 1.0011 1.7621 0.244
H -2.697 0.998 6.994 1.0809 -0.5781 -2.0753 0.321
H -1.259 -0.005 6.208 -1.8383 1.5107 -0.4378 0.267
H -2.376 2.912 5.120 1.6165 -1.4976 0.5465 0.267
H -0.698 2.530 5.989 -1.5050 -0.6446 -1.7013 0.245
H -0.426 0.631 3.904 -0.9597 2.1925 -0.2999 0.327
H -1.884 1.466 3.029 1.6126 0.4174 1.8458 0.001
H 0.213 2.432 1.969 -0.3734 0.5804 1.9488 0.171
H 1.025 2.834 3.629 -2.3069 -0.1402 -1.1265 0.346
H -1.529 4.486 3.755 2.0169 -0.5914 -1.6458 0.246
H 0.189 5.064 3.238 -1.5351 -1.4587 -0.5642 0.329
H -0.580 4.429 0.589 -1.3417 0.1753 1.8373 0.282
H -1.451 5.839 1.488 0.3973 -2.4794 -0.0730 0.311
H -3.011 3.331 2.378 0.6808 1.2510 -1.7800 0.245
H -3.565 4.850 1.372 1.6231 -2.0666 0.2407 0.340
H -3.460 3.612 -0.833 1.1290 -1.0322 1.9994 0.303
H -3.913 2.272 0.413 1.7533 1.6725 -0.6408 0.168
H -0.965 2.825 -0.836 -1.5354 -1.5882 1.2348 0.256
H -1.275 1.530 0.542 -1.0621 0.9049 -1.6743 -0.196
H -2.787 1.664 -2.429 1.4640 -1.1369 1.4500 0.284
H -1.227 0.538 -2.046 -2.0816 1.1465 0.8313 0.224
H -2.908 -0.314 0.111 -0.6228 0.2260 -2.1542 0.195
H -4.298 0.489 -0.876 2.1482 -1.4214 -0.3753 0.318
H -4.337 -1.557 -2.388 2.3901 0.3680 0.5856 0.305
H -2.527 -1.078 -2.920 -1.6622 -0.3538 1.6560 0.373
H -2.087 -2.425 -0.243 -0.8302 -0.4471 -2.0737 0.382
H -3.570 -3.329 -0.982 2.3181 1.2381 -0.5175 0.341
H -1.836 -4.683 -2.033 0.4588 2.3970 -0.5889 0.403
H -2.247 -3.438 -3.388 1.4641 0.0777 1.9948 0.451
H -0.104 -1.620 -0.656 0.9139 -1.5814 -1.9369 0.273
H 2.686 -1.248 -0.791 -1.6794 -1.5032 -1.5141 0.356
H 4.771 -2.451 -0.217 1.6245 -0.0892 -2.1706 0.341
H 7.516 -2.190 -0.028 -0.6447 -0.1854 -2.9719 0.366
H 8.917 -2.195 -2.289 -1.8259 -0.1599 -0.4382 0.318
H 8.016 -2.453 -4.695 -1.8897 0.0523 2.1714 0.365
H 5.115 -2.778 -5.094 1.4076 0.4465 2.4217 0.351
H 2.799 -4.459 -4.410 -1.8179 1.2357 1.7677 0.327
H -0.009 -4.724 -4.151 1.1275 1.8819 1.9988 0.379